Molecular formula: C44H72F36N10O24S12
Method: DFT, wB97M-V/def2-TZVPD

Summary:
2S+1 = 1
E_tot = -12445.821149 Eh
lowest unoccupied orbital energy = 0.0288 Ha
strongest force on any atom = 8.209 eV/A
net charge = -2
frontier orbital gap = 5.8 eV
highest occupied orbital energy = -0.1857 hartree

Geometry (Å):
C 0.9535 11.3392 -0.4989
C -0.0014 10.3303 -1.0681
C -1.3891 10.9407 -0.9560
N -2.5328 10.1730 -1.6808
C -3.8316 10.6637 -1.0552
C -2.6345 10.1797 -3.2330
C -2.9408 8.7768 -3.6308
C -2.1530 7.9192 -2.7474
C -2.5057 8.6188 -1.3397
H 0.6864 11.7269 0.4841
H 0.9645 12.2209 -1.1398
H 1.8937 10.8143 -0.3296
H 0.1866 9.4332 -0.4783
H 0.3242 10.1746 -2.0966
H -1.4770 11.9716 -1.2991
H -1.7216 10.9299 0.0820
H -3.8780 10.1823 -0.0784
H -4.7154 10.3164 -1.5904
H -3.9020 11.7511 -1.0311
H -3.3012 10.9570 -3.6064
H -1.5983 10.3873 -3.5000
H -3.9938 8.5007 -3.6855
H -2.6850 8.8054 -4.6900
H -2.4892 6.8824 -2.7414
H -1.1229 7.8351 -3.0937
H -3.5020 8.3491 -0.9894
H -1.7168 8.3622 -0.6327
C 4.7086 7.1195 4.9886
C 5.6693 6.4277 5.9947
C 5.9619 4.9849 5.5551
N 6.4734 4.0534 6.8090
C 6.5637 2.6180 6.2174
C 5.4295 4.0340 8.0169
C 6.2645 4.5208 9.2023
C 7.3994 5.2999 8.6882
C 7.8197 4.4121 7.4807
H 3.7433 6.6318 4.8528
H 5.0269 7.3358 3.9688
H 4.2440 8.0579 5.2915
H 5.2817 6.4025 7.0132
H 6.5822 7.0171 6.0806
H 6.8035 4.9992 4.8626
H 5.1279 4.5276 5.0227
H 7.3709 2.6455 5.4854
H 5.6013 2.3487 5.7824
H 6.7541 2.0023 7.0965
H 5.0091 3.0284 8.0151
H 4.6652 4.7817 7.8049
H 6.4542 3.5930 9.7419
H 5.6662 5.0335 9.9554
H 8.1460 5.5240 9.4501
H 7.1070 6.3260 8.4653
H 8.2664 3.4705 7.7999
H 8.3326 5.0242 6.7388
C -1.0748 0.1898 -3.1568
C -0.6115 -0.0983 -1.7361
C 0.5053 -1.1408 -1.6734
N 0.8553 -1.6255 -0.2522
C 1.0920 -0.3451 0.6457
C 2.0671 -2.6000 -0.3863
C 1.6563 -3.9192 0.3137
C 0.1761 -3.9998 0.2777
C -0.1921 -2.5586 0.3997
H -1.2082 -0.6647 -3.8201
H -0.2470 0.7387 -3.6059
H -1.9235 0.8728 -3.1205
H -1.5172 -0.3016 -1.1646
H -0.1581 0.7571 -1.2354
H 1.4429 -0.7608 -2.0789
H 0.4841 -2.0907 -2.2076
H 1.8775 0.2633 0.1975
H 1.5636 -0.6650 1.5749
H 0.2368 0.2921 0.8709
H 2.8904 -2.0370 0.0534
H 2.2924 -2.6083 -1.4527
H 1.9919 -4.0727 1.3393
H 1.8676 -4.7821 -0.3178
H -0.1879 -4.4172 1.2165
H -0.2555 -4.5551 -0.5550
H -0.3119 -2.3355 1.4599
H -1.0444 -2.4161 -0.2646
C -9.6845 -5.6964 -11.0603
C -10.1131 -5.6458 -9.5902
C -9.3491 -4.5058 -8.8721
N -8.7402 -4.9936 -7.5319
C -9.7718 -5.4148 -6.4704
C -7.7172 -6.0659 -7.8227
C -6.4368 -5.3969 -8.2112
C -6.4295 -3.9877 -7.4802
C -7.8577 -3.8189 -6.9943
H -8.6458 -5.9292 -11.2950
H -9.9600 -4.7479 -11.5213
H -10.2051 -6.4678 -11.6279
H -10.0896 -6.6396 -9.1430
H -11.1156 -5.2359 -9.4671
H -10.0112 -3.6666 -8.6587
H -8.4811 -4.1578 -9.4321
H -10.0911 -4.4398 -6.1024
H -9.2603 -5.9946 -5.7020
H -10.5188 -5.9180 -7.0844
H -7.4720 -6.5881 -6.8978
H -8.0935 -6.6975 -8.6274
H -5.5280 -5.9693 -8.0248
H -6.3727 -5.3429 -9.2980
H -5.8256 -4.0133 -6.5731
H -6.1822 -3.0974 -8.0585
H -7.9884 -3.8664 -5.9132
H -8.3718 -2.8679 -7.1332
C 3.0859 -11.3227 3.0898
F 3.2066 -11.1752 1.7829
F 3.8213 -10.4829 3.8480
F 1.7821 -11.1566 3.4207
S 3.7373 -13.0650 3.4109
O 3.4227 -13.2686 4.8362
O 2.9808 -13.9251 2.5194
N 5.3797 -12.8400 3.0277
S 6.2529 -13.6060 4.0965
O 5.7362 -14.8654 4.5459
O 7.6830 -13.6964 3.7355
C 6.3012 -12.3612 5.6244
F 7.4342 -12.5514 6.2014
F 6.0713 -11.1139 5.1323
F 5.3743 -12.6560 6.4967
C 9.5340 -2.5903 9.4032
F 9.2366 -1.3714 9.0364
F 10.8129 -2.8864 9.2099
F 9.3230 -2.7256 10.7529
S 8.3175 -3.7722 8.4208
O 8.9366 -3.7781 7.1091
O 8.3791 -5.0318 9.1633
N 6.7309 -3.0118 8.5174
S 6.0461 -3.6755 7.3531
O 6.2238 -3.1252 6.0184
O 5.9930 -5.1537 7.5491
C 4.1793 -3.1515 7.7819
F 3.7966 -3.6634 8.8720
F 4.2472 -1.8910 7.9059
F 3.3679 -3.4878 6.7074
C -2.3420 3.3582 5.6552
F -3.4246 3.4557 4.9546
F -2.5530 2.9620 6.8498
F -1.5337 2.4892 5.1791
S -1.4885 5.1256 5.6398
O -0.1654 4.7521 6.1604
O -1.4732 5.5227 4.1923
N -2.5818 6.0272 6.6677
S -2.5667 7.3496 6.0018
O -1.2447 7.9635 5.7921
O -3.4840 7.5005 4.8943
C -3.3178 8.6614 7.4158
F -3.4177 9.8348 6.8239
F -4.4983 8.2436 7.7900
F -2.4807 8.9012 8.4239
C -7.8938 2.0683 -6.5386
F -7.8628 3.2188 -7.2965
F -8.6594 1.2242 -7.1224
F -6.6755 1.5725 -6.2731
S -8.6122 2.8206 -4.8222
O -7.5457 3.7921 -4.3458
O -9.9343 3.3540 -5.1900
N -8.9207 1.3267 -3.9058
S -8.3349 1.7017 -2.5598
O -6.8453 1.7154 -2.5078
O -8.9166 2.8543 -1.8980
C -8.7711 0.1192 -1.4807
F -7.7811 -0.7952 -1.6167
F -8.8051 0.5305 -0.2260
F -9.9464 -0.3904 -1.7416
C 0.8079 -6.4036 -7.5192
F 1.5999 -5.3791 -7.2202
F -0.2964 -6.0208 -8.2559
F 1.5058 -7.1692 -8.2730
S 0.1097 -7.1383 -5.7654
O 1.2414 -7.5937 -5.0068
O -0.5958 -5.9751 -5.1963
N -0.8966 -8.4496 -6.3340
S -1.6836 -8.6954 -5.0372
O -0.8186 -9.0186 -3.8575
O -2.6909 -7.6423 -4.8902
C -2.5975 -10.3227 -5.4719
F -3.2587 -10.6850 -4.4214
F -3.4606 -10.1123 -6.3654
F -1.6599 -11.2010 -5.7980
C 8.0612 -0.4924 -0.7883
F 8.7236 -0.8846 -1.9120
F 7.2685 -1.4744 -0.3795
F 8.9993 -0.2713 0.0911
S 7.0893 1.1214 -0.8443
O 6.4301 1.0133 0.4362
O 8.0042 2.2374 -0.9726
N 5.8730 0.9546 -1.9899
S 6.0412 1.9375 -3.1244
O 7.3907 2.4546 -3.4270
O 5.4442 1.3980 -4.3389
C 4.8987 3.5159 -2.6263
F 3.8516 3.1952 -1.9167
F 5.6390 4.4497 -1.9846
F 4.3191 4.0780 -3.7792

Atom charges from the Mulliken analysis, given in e for atoms 1 to 99: -1.523 0.075 -0.931 0.270 -1.215 -0.569 -0.605 -0.519 -0.598 0.365 0.383 0.389 0.362 0.231 0.377 0.468 0.531 0.420 0.332 0.330 0.368 0.325 0.374 0.397 0.280 0.430 0.253 -1.606 -0.072 -0.735 0.167 -1.281 -0.614 -0.565 -0.506 -0.554 0.402 0.367 0.402 0.302 0.274 0.437 0.438 0.362 0.396 0.617 0.388 0.313 0.335 0.395 0.415 0.210 0.420 0.294 -1.363 -0.299 -1.274 0.358 -1.344 -0.648 -0.436 -0.742 -0.443 0.343 0.331 0.355 0.440 0.353 0.596 0.592 0.515 0.465 0.404 0.423 0.286 0.392 0.322 0.346 0.406 0.448 0.174 -1.475 -0.663 -0.716 0.192 -0.954 -0.452 -0.883 -0.596 -0.848 0.314 0.372 0.407 0.576 0.427 0.456 0.453 0.428 0.331



Molecular formula: C44H72O7
Method: DFT, wB97M-V/def2-TZVPD

Summary:
2S+1 = 2
E_tot = -2246.287067 Eh
lowest unoccupied orbital energy (spin up / spin down) = 0.0788 / 0.0773 Ha
<S²> = 0.75
strongest force on any atom = 3.345 eV/A
net charge = -1
frontier orbital gap (spin up / spin down) = 1.5 / 8.8 eV
highest occupied orbital energy (spin up / spin down) = 0.0219 / -0.2475 hartree

Geometry (Å):
C -29.0984 20.1058 14.3419
C -29.6461 18.8594 14.0980
C -30.1040 18.1171 15.1219
C -29.9474 18.5549 16.4368
C -29.4244 19.8119 16.7210
C -28.9391 20.5680 15.6725
H -28.7459 20.7381 13.5405
H -29.7133 18.4628 13.0957
H -30.5368 17.1346 15.0054
H -30.2435 17.8640 17.2122
H -29.4539 20.1777 17.7367
H -28.5798 21.5649 15.8812
C -33.3822 24.7498 19.4079
C -33.5837 26.1045 19.4404
C -34.4107 26.6266 20.4278
C -35.0985 25.8356 21.3361
C -34.9440 24.4337 21.2025
C -34.1487 23.9017 20.1918
H -32.7533 24.3614 18.6205
H -33.1042 26.7524 18.7217
H -34.5261 27.6913 20.5674
H -35.7483 26.2956 22.0658
H -35.5549 23.8358 21.8626
H -34.0116 22.8547 19.9652
C -31.6734 29.5155 19.3705
C -31.1204 28.5990 20.1934
C -30.3406 27.6138 19.6488
C -30.1647 27.4674 18.2814
C -30.6357 28.4573 17.4463
C -31.3957 29.4661 18.0090
H -32.3033 30.2963 19.7707
H -31.2290 28.7421 21.2584
H -29.8166 26.9807 20.3495
H -29.5358 26.6773 17.8986
H -30.4853 28.4419 16.3770
H -31.8523 30.1914 17.3519
C -26.1512 29.0334 13.2670
C -27.0085 28.0976 13.9266
C -26.4840 27.0670 14.6588
C -25.0915 26.9808 14.7813
C -24.2715 27.9441 14.2519
C -24.7857 28.9714 13.4856
H -26.6245 29.8000 12.6714
H -28.0656 28.1638 13.7153
H -27.0772 26.3394 15.1927
H -24.6903 26.1798 15.3845
H -23.1934 27.9322 14.3155
H -24.1292 29.6917 13.0201
C -29.0680 24.5988 21.7548
C -28.1291 25.3317 22.4610
C -28.5827 26.3933 23.2509
C -29.9522 26.6164 23.3407
C -30.8772 25.8713 22.6300
C -30.4240 24.8627 21.8475
H -28.7106 23.8795 21.0327
H -27.0809 25.1156 22.3157
H -27.9307 27.1026 23.7390
H -30.3142 27.3545 24.0411
H -31.9075 26.1950 22.6164
H -31.1323 24.2629 21.2952
C -29.8162 23.3558 18.1550
C -28.3937 23.5117 18.1543
O -28.1169 24.1818 16.9562
H -30.2397 23.0108 19.0982
H -30.1686 22.6956 17.3625
H -30.3273 24.2915 17.9283
H -27.8781 22.5563 18.2521
H -28.0173 24.1582 18.9471
H -27.1676 24.3223 16.9830
C -31.3428 25.3159 15.1522
C -30.2970 25.0575 14.0781
O -29.5637 23.9153 14.5574
H -30.8301 25.8021 15.9822
H -31.8703 24.4361 15.5205
H -32.1126 26.0422 14.8914
H -29.6073 25.8894 13.9352
H -30.6714 24.6435 13.1419
H -29.2447 24.0795 15.4479
C -30.2248 19.1786 21.2720
C -29.9900 20.6004 20.8275
O -29.0768 21.3714 21.5893
H -29.3053 18.6100 21.1330
H -30.9817 18.6836 20.6636
H -30.5199 19.1762 22.3213
H -30.9083 21.1587 21.0095
H -29.6385 20.7429 19.8056
H -28.2217 21.0285 21.3193
C -33.1772 19.2768 18.4712
C -32.9058 20.6252 17.7712
O -34.0939 21.1464 17.2553
H -33.3039 18.4446 17.7788
H -34.0693 19.2760 19.0975
H -32.3218 19.0658 19.1130
H -32.1576 20.6422 16.9788
H -32.4988 21.2129 18.5941
H -34.2968 20.6673 16.4486
C -23.1129 24.7970 18.2330
C -24.2791 23.9285 17.8066
O -25.4266 24.6771 17.4413
H -23.2738 25.4853 19.0628
H -22.7611 25.4442 17.4296
H -22.2891 24.0959 18.3671
H -24.6168 23.3961 18.6958
H -24.0913 23.1795 17.0373
H -25.5753 25.3158 18.1423
C -25.9038 28.3359 18.7620
C -26.6734 27.1828 19.3549
O -25.7650 26.1532 19.8326
H -25.5167 28.1115 17.7681
H -25.2066 28.7253 19.5038
H -26.6421 29.1237 18.6121
H -27.2282 26.6339 18.5939
H -27.2004 27.4814 20.2611
H -25.4907 26.3523 20.7308
C -24.6700 19.7112 15.8414
C -25.8264 19.9838 16.7903
O -25.4002 19.6082 18.0900
H -24.3832 18.6833 16.0638
H -23.8415 20.2938 16.2443
H -24.8622 19.7716 14.7702
H -26.6888 19.4331 16.4147
H -26.0604 21.0446 16.7010
H -25.5891 18.6704 18.1697

Atom charges from the Mulliken analysis, given in e for atoms 1 to 99: -0.912 -0.466 -0.472 -0.611 0.511 -0.153 0.478 0.364 0.389 0.406 0.072 0.359 0.282 -0.666 -0.131 -0.866 -0.188 -0.686 0.339 0.401 0.361 0.411 0.395 0.310 -0.458 -0.725 0.741 0.253 -1.009 -0.442 0.425 0.344 -0.132 0.192 0.481 0.292 -0.549 -0.564 0.059 -0.631 -0.422 -0.426 0.371 0.371 0.531 0.431 0.374 0.370 0.934 -1.419 -0.718 -0.577 -0.347 -0.541 0.191 0.773 0.417 0.485 0.442 0.371 0.198 -0.495 0.791 0.014 -0.109 -0.512 0.009 0.622 -0.005 -0.431 -0.022 -0.573 -0.237 0.179 0.482 -0.040 0.298 0.003 -1.487 0.632 -0.255 0.337 0.300 0.340 0.152 -0.394 0.193 -0.575 0.615 -0.548 0.365 0.352 -0.341 0.268 -0.348 0.333 -1.349 -0.432 -0.645



Q: The highest net charge belongs to which entry?
A: C44H72O7



Q: Which value of net charge does entry 1 give?
A: -2



Q: Which value of E_tot does entry 1 give?
A: -12445.821149 Eh